41
Properties=species:S:1:pos:R:3:forces:R:3 method="wB97M-V/def2-TZVPD" gap_ev="8.0 / 4.2" e_tot_ha=-1715.527914 total_charge=+1 multiplicity=5
V 0.2016 -0.0200 0.2026 2.0 2.0 2.1
O -1.1393 -1.1793 -0.9907 -0.6 -0.5 -0.4
H -0.6924 -1.7919 -1.6067 0.0 -0.1 -0.1
O 1.5379 1.3493 1.1209 -0.6 -1.0 -1.1
H 2.1738 1.6735 0.4538 -0.5 -0.2 0.7
C 1.2794 2.9517 -1.8942 -0.6 1.2 0.4
C 0.7574 1.6760 -2.4943 -0.2 1.6 -0.2
O 1.2250 0.6168 -1.6982 0.0 -1.6 0.2
H 0.8811 3.0869 -0.8886 0.4 -0.4 0.3
H 0.9034 3.8634 -2.3584 0.1 -0.1 -0.7
H 2.3685 2.9948 -1.8861 0.0 0.0 0.1
H 1.1503 1.5696 -3.5054 -0.4 -0.2 -0.2
H -0.3317 1.6654 -2.4501 0.0 -0.1 -0.3
H 2.1201 0.4728 -2.0137 0.3 -0.5 0.5
C 3.2233 -2.6032 -0.8708 0.3 -0.4 0.0
C 2.9971 -1.6495 0.2884 -0.6 -0.6 -0.7
O 1.5766 -1.8231 0.6368 0.4 1.0 -0.2
H 2.9517 -3.6331 -0.6390 0.2 0.0 0.4
H 4.2590 -2.6043 -1.2108 0.0 0.1 -0.1
H 2.5615 -2.3738 -1.7060 0.1 0.4 -0.1
H 3.1842 -0.6269 -0.0392 -0.4 0.1 0.3
H 3.6134 -1.8062 1.1737 -0.1 -0.2 -0.1
H 1.5479 -2.5100 1.3068 -0.3 0.1 0.1
C -3.2120 1.9780 -0.8409 -1.2 0.2 -0.8
C -2.6021 1.6059 0.4777 -1.2 0.0 -0.2
O -1.2340 1.7391 0.4060 2.4 -0.6 -0.3
H -2.7892 1.5188 -1.7345 0.5 -0.7 0.4
H -3.1501 3.0300 -1.1194 -0.2 0.3 0.6
H -4.2535 1.6567 -0.8513 -0.2 0.3 0.0
H -2.8377 0.5677 0.7117 0.1 0.0 0.1
H -2.8977 2.2432 1.3111 -0.8 -0.1 -0.1
H -1.0456 2.6805 0.4112 0.7 0.0 0.1
C -1.9887 -2.6480 2.0034 0.6 0.5 0.2
C -1.5688 -1.4771 2.9151 -1.5 -1.2 0.1
O -0.7439 -0.5996 2.2251 1.6 1.0 -1.3
H -2.5477 -2.2754 1.1452 -0.4 0.0 0.2
H -2.5446 -3.3954 2.5694 -0.2 0.2 -0.2
H -1.1339 -3.1565 1.5575 0.3 0.0 0.3
H -1.0794 -1.8033 3.8328 0.0 -0.2 0.0
H -2.4530 -0.8996 3.1850 -0.3 -0.3 0.3
H -0.2680 -0.0640 2.8641 0.3 0.4 -0.1


86
Properties=species:S:1:pos:R:3:forces:R:3 method="wB97M-V/def2-TZVPD" gap_ev="7.1 / 7.2" e_tot_ha=-2391.363275 total_charge=+1
Pd 1.2420 -0.8692 -0.5603 0.7 -0.1 -0.2
N 3.6088 -1.1880 -0.8215 -0.6 0.1 0.4
N 3.8839 -0.6805 0.4861 0.3 0.0 0.2
C 3.0929 -1.2332 1.5624 1.2 0.6 -0.2
O 3.4851 -1.0402 2.6916 0.1 0.1 0.1
O 2.0578 -1.8647 1.1931 -1.7 -0.7 -0.6
H 3.9523 -2.1501 -0.9326 -0.2 0.3 0.0
H 4.0653 -0.5911 -1.5087 -0.2 -0.1 0.2
H 4.8687 -0.6406 0.7386 -0.2 -0.1 -0.1
N 1.7004 1.3126 -0.5524 -0.3 -0.9 -0.4
S 2.4671 2.3654 -1.4866 -0.2 0.4 1.3
C 3.9990 2.6916 -0.5762 -0.2 -0.1 -0.4
C 5.1975 2.3545 -1.1847 -0.2 0.0 -0.1
C 6.3688 2.4010 -0.4442 0.0 0.0 0.1
C 6.3279 2.7789 0.8899 0.0 -0.1 -0.1
C 5.1226 3.1175 1.4871 -0.1 0.0 0.0
C 3.9502 3.0764 0.7542 -0.1 0.1 0.0
C 1.5337 3.8977 -1.1460 0.3 -0.3 -0.3
C 2.0928 5.1512 -1.3113 0.0 0.1 0.0
C 1.3132 6.2639 -1.0378 0.0 0.0 0.0
C -0.0009 6.1115 -0.6245 -0.1 0.0 0.1
C -0.5556 4.8483 -0.4900 0.1 0.1 -0.1
C 0.2147 3.7324 -0.7616 0.0 -0.2 0.0
H 1.8986 1.4702 0.4384 -0.1 0.2 -0.3
H 5.2081 2.0668 -2.2261 0.1 -0.1 -0.1
H 7.3087 2.1318 -0.9027 0.1 0.0 -0.1
H 7.2377 2.8056 1.4681 0.1 0.0 0.1
H 5.0961 3.4005 2.5284 0.0 0.0 0.1
H 3.0087 3.3450 1.2129 -0.1 0.0 0.1
H 3.1165 5.2681 -1.6327 0.1 0.0 0.0
H 1.7293 7.2540 -1.1484 0.1 0.1 0.0
H -0.6019 6.9792 -0.4025 0.0 0.1 0.0
H -1.5817 4.7283 -0.1777 -0.1 0.0 0.0
H -0.1815 2.7307 -0.6685 0.0 0.0 0.1
C -4.7288 0.7351 -1.6494 0.1 0.2 -0.1
C -3.7873 1.5903 -0.8098 -0.2 -0.1 0.0
C -2.8482 0.7143 0.0352 0.0 0.2 0.0
C -2.5702 -0.6312 -0.6489 1.0 0.1 -0.1
C -2.5141 -0.3955 -2.1588 -0.1 -0.2 -0.2
C -3.9262 -0.0799 -2.6726 0.0 0.0 0.0
P -0.9784 -1.3665 -0.0057 0.2 -0.8 1.1
C -0.8684 -3.1855 -0.4348 0.3 0.6 -0.1
C -0.0836 -3.3195 -1.7557 0.3 -0.1 0.0
C -0.2461 -4.7312 -2.3066 0.0 0.1 -0.1
C -1.7038 -4.9899 -2.7158 0.0 0.1 0.0
C -2.6951 -4.1672 -1.8839 0.0 -0.2 0.1
C -2.1828 -3.9785 -0.4612 -0.2 0.2 0.0
C -0.9718 -1.3716 1.8551 0.2 0.3 -0.5
C -2.2511 -1.8367 2.5631 0.0 0.0 -0.1
C -2.2743 -1.3060 4.0042 0.1 -0.2 0.1
C -0.8642 -1.2324 4.5828 -0.2 0.1 0.0
C -0.0281 -0.1806 3.8402 0.0 -0.1 0.0
C -0.5110 -0.0121 2.3947 0.4 0.1 -0.1
H -5.4443 1.3753 -2.1647 -0.1 -0.1 0.0
H -5.3044 0.0762 -0.9985 -0.1 0.0 0.1
H -4.3611 2.2459 -0.1538 0.1 0.1 0.0
H -3.2107 2.2217 -1.4878 0.1 0.1 0.0
H -3.2920 0.5450 1.0157 0.1 0.0 0.1
H -1.9024 1.2449 0.1802 0.0 0.0 0.1
H -3.3711 -1.3451 -0.4323 0.2 -0.1 0.1
H -2.1263 -1.2655 -2.6882 0.1 0.0 0.0
H -1.8307 0.4332 -2.3676 0.0 0.0 0.0
H -4.4548 -1.0105 -2.8865 0.0 0.0 -0.1
H -3.8515 0.4731 -3.6097 0.0 0.0 0.0
H -0.2307 -3.5737 0.3723 -0.1 0.1 -0.1
H 0.9913 -3.1035 -1.5644 -0.4 -0.1 -0.2
H -0.4476 -2.6028 -2.5024 0.1 0.0 0.1
H 0.0611 -5.4414 -1.5384 0.1 -0.1 0.0
H 0.4101 -4.8803 -3.1638 0.1 -0.1 0.0
H -1.9166 -6.0522 -2.5956 -0.1 0.0 -0.1
H -1.8395 -4.7452 -3.7698 0.0 -0.1 0.0
H -3.6597 -4.6741 -1.8570 -0.1 0.1 -0.1
H -2.8544 -3.1937 -2.3473 -0.1 0.1 0.0
H -2.0153 -4.9615 -0.0172 0.0 0.0 0.1
H -2.9380 -3.4824 0.1501 0.0 -0.1 0.1
H -0.1544 -2.0721 2.0807 -0.1 0.1 -0.2
H -2.2838 -2.9268 2.5741 0.0 -0.1 -0.1
H -3.1412 -1.4855 2.0392 -0.1 -0.1 -0.1
H -2.8991 -1.9560 4.6157 -0.1 0.0 0.0
H -2.7218 -0.3112 4.0294 -0.1 0.1 0.0
H -0.3899 -2.2110 4.5025 0.0 -0.1 0.1
H -0.9196 -0.9840 5.6422 0.1 -0.1 0.0
H 1.0193 -0.4796 3.8397 0.1 0.0 0.0
H -0.0966 0.7791 4.3528 0.0 0.1 0.0
H 0.3102 0.3706 1.7674 -0.3 0.0 0.2
H -1.3253 0.7111 2.3554 0.0 0.0 -0.1


19
Properties=species:S:1:pos:R:3:forces:R:3 method="wB97M-V/def2-TZVPD" smiles="C=CCCC.C=O" gap_ev=10.8 e_tot_ha=-310.996249
C -2.3159 0.7059 -0.0053 0.0 0.0 0.0
C -1.1433 0.9164 -0.5984 -0.1 0.0 0.0
C 0.1703 1.0343 0.1231 0.0 0.0 0.1
C 1.3146 0.3051 -0.5891 0.0 0.0 -0.1
C 2.5476 0.1421 0.2936 0.0 0.0 0.0
H -3.2468 0.6415 -0.5636 0.2 0.0 0.0
H -2.3841 0.6031 1.0776 0.0 0.0 -0.2
H -1.0999 1.0057 -1.6866 -0.1 0.0 0.2
H 0.0610 0.6542 1.1470 0.0 0.0 -0.1
H 0.4358 2.0969 0.2077 0.0 -0.1 0.0
H 1.5710 0.8563 -1.5030 0.0 -0.1 0.1
H 0.9727 -0.6834 -0.9150 0.0 0.0 0.1
H 2.8949 1.1061 0.6796 0.0 -0.1 -0.1
H 2.3212 -0.4943 1.1549 0.0 0.1 -0.1
H 3.3735 -0.3199 -0.2572 -0.1 0.1 0.1
C -1.3717 -2.1411 0.3551 0.2 0.0 0.2
O -0.4539 -2.1129 1.1353 -0.4 0.0 -0.3
H -2.4304 -2.1447 0.6850 0.2 0.0 0.0
H -1.2166 -2.1713 -0.7407 0.0 0.0 0.1


18
Properties=species:S:1:pos:R:3:forces:R:3 method="wB97M-V/def2-TZVPD" gap_ev=9.4 e_tot_ha=-377.387636
H 0.0914 -2.0615 -0.5586 0.1 0.2 0.2
N -0.7523 -1.5306 -0.7506 -0.2 -0.3 -0.3
C -0.8112 -0.3812 -0.2027 -0.1 -0.6 -0.1
C -2.0855 0.3870 -0.3535 -0.2 0.1 0.1
N 0.1937 0.1949 0.5440 0.3 0.0 -0.3
C -0.0543 1.3430 1.3868 -0.5 0.0 0.6
C 1.4748 -0.3828 0.6129 0.0 0.2 0.4
N 2.2189 -0.8382 -0.3003 0.6 -0.4 0.0
N 1.9666 -0.7810 -1.6255 -0.4 0.2 -0.3
H -2.7057 -0.1246 -1.0863 0.1 0.0 0.1
H -2.6234 0.4077 0.5982 0.0 0.1 -0.1
H -1.9036 1.4091 -0.6739 0.0 0.2 0.0
H -0.9705 1.2012 1.9936 0.5 0.1 -0.2
H -0.1865 2.2394 0.7912 0.1 0.3 0.0
H 0.7971 1.4835 2.0604 -0.2 0.0 -0.2
H 1.9105 -0.4056 1.6092 -0.1 0.0 0.0
H 2.4280 -1.5406 -2.1048 0.0 0.2 0.0
H 1.0118 -0.6198 -1.9402 0.1 -0.2 0.2


46
Properties=species:S:1:pos:R:3:forces:R:3 method="wB97M-V/def2-TZVPD" smiles=CCCCc1nc(NCC2CCCCC2)c2sccc2n1 gap_ev=8.7 e_tot_ha=-1225.162872
C -2.3270 3.3289 -1.1518 0.6 -1.1 -1.6
C -1.4165 2.3980 -2.0890 0.1 1.0 0.6
C -0.1432 3.0726 -2.6945 0.0 -2.4 1.7
C 0.8820 3.2386 -1.5485 0.8 1.0 0.4
C 1.6479 1.8958 -1.2421 1.7 0.8 1.4
N 1.6423 1.4035 0.0493 -1.5 1.4 -2.9
C 2.0984 0.1850 0.2086 -1.4 -0.6 3.8
N 1.7220 -0.2670 1.5030 0.4 -1.0 -1.4
C 1.2760 -1.6808 1.7440 0.4 -0.3 -1.6
C -0.2307 -1.6661 2.0871 -0.8 -1.1 -1.1
C -0.8692 -3.0396 2.4281 1.2 -0.9 1.8
C -2.3244 -2.8283 2.9113 0.6 0.4 1.0
C -3.1850 -2.2332 1.8366 -0.4 1.2 -0.4
C -2.7325 -0.8714 1.2974 2.7 -1.9 2.0
C -1.1731 -1.0110 1.0047 -0.6 0.2 -0.6
C 2.8713 -0.4913 -0.7047 0.9 -1.1 -1.6
S 3.8153 -1.9579 -0.7523 0.4 -0.5 0.9
C 4.7306 -1.5557 -2.1699 -2.9 5.0 -0.8
C 4.2132 -0.3046 -2.7107 0.2 -2.0 0.2
C 3.0785 0.2136 -1.8707 2.3 0.5 -1.6
N 2.4697 1.3748 -2.1422 -1.2 0.6 -0.9
H -2.9450 4.0234 -1.8300 0.8 -1.0 1.4
H -1.6718 3.8661 -0.4635 -0.4 0.2 0.0
H -2.9281 2.5695 -0.5963 0.0 1.1 -0.3
H -2.0647 2.1662 -2.8951 -0.6 -0.8 -0.8
H -1.1599 1.4806 -1.5166 0.0 0.5 -0.5
H 0.3288 2.4906 -3.5207 -0.4 0.1 0.7
H -0.4172 3.9767 -3.1353 -0.4 1.8 -0.5
H 1.5466 4.1083 -1.8845 -0.1 -1.6 0.6
H 0.4147 3.6370 -0.5770 0.5 -0.9 -1.4
H 1.0560 0.4349 1.8286 0.3 -0.5 0.1
H 1.9498 -2.0395 2.5269 -0.7 -0.3 0.4
H 1.4902 -2.4210 0.8660 -0.4 1.7 1.0
H -0.2793 -0.9942 2.8990 -0.3 0.5 1.6
H -0.3806 -3.6887 3.2268 0.0 1.7 0.0
H -0.6040 -3.8127 1.6961 -1.1 0.6 -1.1
H -2.7145 -3.7469 3.4030 0.0 0.5 -0.7
H -2.2516 -2.0673 3.7458 0.0 -0.8 -0.6
H -3.1193 -2.8176 0.9853 -0.1 -1.9 -1.7
H -4.2278 -2.1042 2.0236 -0.9 -0.4 0.8
H -2.8842 -0.1873 2.1129 -0.1 0.9 0.0
H -3.2616 -0.6265 0.3996 -0.2 0.4 -0.4
H -1.1448 -1.6123 0.0700 0.4 0.5 0.3
H -0.8923 0.0269 0.8314 0.7 -0.1 -0.5
H 5.5970 -2.0892 -2.4816 0.2 -0.5 -0.2
H 4.5180 0.2233 -3.7082 -0.5 -1.2 2.2


122
Properties=species:S:1:pos:R:3:forces:R:3 method="wB97M-V/def2-TZVPD" gap_ev="5.7 / 6.7" e_tot_ha=-3403.657323 total_charge=+1 multiplicity=3
C 4.3341 -5.2573 -1.9255 -0.1 -0.2 -0.3
C 3.8261 -4.5589 -3.1858 0.1 0.4 1.1
C 2.7153 -3.5445 -2.8534 0.0 0.1 -0.4
C 2.4549 -2.5967 -4.0404 -0.1 -0.7 0.0
C 1.4601 -4.2271 -2.3405 -0.3 -0.2 0.2
C 0.5975 -4.9326 -3.1935 -0.3 0.5 0.3
C 0.8552 -5.1030 -4.6715 -0.3 0.7 0.7
O 1.4955 -6.0191 -5.0380 1.1 -1.1 -0.7
O 0.3156 -4.2077 -5.5048 -0.6 -0.2 -0.2
C -0.5573 -5.5720 -2.7248 0.2 0.3 0.2
C -1.4429 -6.3372 -3.6813 0.4 -0.3 0.4
C -2.6291 -7.0246 -3.0290 -0.4 0.1 -0.8
C -3.6373 -6.0757 -2.4276 0.1 0.0 0.0
O -3.9900 -6.2071 -1.2841 0.0 0.2 0.7
N -4.0666 -5.0386 -3.2494 -0.7 -0.3 0.2
C -5.1483 -4.2339 -2.7076 0.0 0.0 -0.2
C -4.8391 -3.0924 -1.9844 -0.2 -0.1 -0.1
C -5.8558 -2.3164 -1.4317 0.1 -0.7 -0.3
C -7.1786 -2.7077 -1.6204 0.4 0.0 0.0
C -7.4814 -3.8398 -2.3747 0.2 0.3 0.2
C -6.4673 -4.6179 -2.9250 -0.1 0.6 0.4
C -0.8090 -5.4937 -1.3756 -0.2 -0.3 -0.4
N 0.0023 -4.8279 -0.5288 0.6 0.5 -0.2
P -0.5907 -4.9217 1.1545 -0.7 -1.3 0.5
P -2.0330 -3.2467 1.1646 0.0 1.3 -0.1
O -1.9143 -2.4318 -0.0376 -0.1 -0.2 -0.4
O -1.7562 -2.3831 2.4857 0.2 -0.9 -0.1
O -3.4477 -3.9183 1.3451 0.3 -0.2 0.2
C 1.1313 -4.2051 -0.9713 0.1 0.2 -0.4
C 1.9805 -3.5376 0.0709 -0.4 -0.1 0.0
C 1.4045 -2.2153 0.6121 0.4 0.2 0.5
C 1.7842 -1.0185 -0.1915 -0.8 -0.4 -0.3
F 2.7058 -0.2137 0.3364 0.7 0.0 -0.3
C 1.2611 -0.7314 -1.3713 0.5 0.3 0.5
F 0.1871 -1.3204 -1.8377 -0.1 -0.4 -0.4
F 1.7524 0.1718 -2.1806 -0.3 0.4 -0.2
H 3.5544 -5.8416 -1.4383 -0.1 -0.1 0.1
H 5.1456 -5.9307 -2.1770 0.1 -0.2 0.0
H 4.7187 -4.5376 -1.2089 0.1 0.1 0.1
H 3.4985 -5.2830 -3.9205 0.1 0.0 -0.3
H 4.6603 -3.9644 -3.5464 0.1 0.0 -0.5
H 3.1166 -2.9095 -2.0766 -0.1 0.0 0.3
H 3.1780 -1.7918 -4.0419 0.1 0.2 0.0
H 2.5706 -3.1521 -4.9636 0.0 0.1 -0.3
H 1.4502 -2.1936 -4.0204 -0.1 0.3 0.0
H -0.5342 -3.9126 -5.1483 0.1 0.5 0.0
H -0.8214 -7.0989 -4.1474 0.1 -0.1 -0.1
H -1.7629 -5.6826 -4.4871 -0.2 0.1 -0.1
H -2.3404 -7.7581 -2.2867 0.1 0.0 0.2
H -3.1557 -7.5786 -3.8071 0.0 -0.1 -0.1
H -4.3195 -5.3868 -4.1677 0.4 0.2 -0.2
H -3.8004 -2.8295 -1.8708 0.2 0.1 0.1
H -5.5967 -1.4406 -0.8603 -0.1 0.1 0.1
H -7.9604 -2.1146 -1.1749 -0.2 0.0 0.0
H -8.5215 -4.0930 -2.4995 -0.1 -0.2 -0.2
H -6.7183 -5.4933 -3.5025 0.1 -0.2 -0.1
H -1.6636 -5.9985 -0.9476 -0.1 0.1 0.2
H 0.4167 -4.4058 1.9822 0.2 0.4 -0.4
H -1.3835 -2.9255 3.1957 0.0 0.4 0.3
H -3.5327 -4.3810 2.1915 -0.4 -0.1 -0.1
H 2.9733 -3.3546 -0.3003 0.2 0.0 -0.2
H 2.1134 -4.2686 0.8647 0.1 0.0 0.2
H 1.8566 -2.0599 1.5903 -0.1 0.1 0.2
H 0.3306 -2.2307 0.7514 -0.1 -0.1 -0.1
C 1.6421 4.1292 5.2177 -0.2 0.0 -0.2
C 1.8712 2.6561 5.6598 0.1 1.5 0.2
C 3.3031 2.2105 5.3385 0.2 -0.4 -0.3
C 3.5537 1.9567 3.8549 -0.1 0.0 0.1
C 2.5197 0.9785 3.3034 0.4 -0.1 0.3
C 1.0844 1.4247 3.5661 -0.6 0.6 -1.3
N 0.8743 1.7526 5.0070 1.3 -1.5 0.4
O 0.7408 0.6613 5.6892 -0.6 0.2 0.1
C 0.7660 2.6254 2.6578 0.1 0.2 0.2
C 0.1161 0.3255 3.1387 0.0 -0.3 0.3
C 1.6985 2.6352 7.1746 -0.2 -0.4 0.2
H 1.3730 4.7538 6.0684 0.1 -0.1 0.1
H 2.5305 4.5674 4.7613 0.0 0.0 -0.1
H 0.8186 4.2382 4.5172 0.0 -0.1 0.0
H 3.5225 1.2905 5.8904 -0.1 0.0 0.0
H 3.9983 2.9641 5.7122 -0.1 0.1 0.1
H 3.5323 2.8964 3.2966 0.0 0.0 0.0
H 4.5556 1.5443 3.7189 0.0 0.0 0.0
H 2.6604 0.8549 2.2315 -0.1 0.1 0.0
H 2.6874 -0.0055 3.7586 -0.1 0.0 0.1
H -0.2110 3.0506 2.8906 0.0 0.0 0.0
H 0.7437 2.3060 1.6175 0.0 -0.2 0.0
H 1.5028 3.4225 2.7137 -0.1 0.0 0.0
H 0.3270 -0.6242 3.6323 0.0 0.1 0.1
H 0.2016 0.1669 2.0617 0.0 0.1 0.0
H -0.9162 0.6020 3.3570 0.0 0.0 0.0
H 0.6740 2.8836 7.4547 0.0 0.0 0.0
H 2.3633 3.3770 7.6158 0.0 0.1 -0.1
H 1.9451 1.6676 7.6082 -0.1 0.0 -0.1
C 0.9511 6.0070 -2.1835 0.2 0.2 0.0
C 0.1317 5.5306 -0.9516 0.6 -0.1 -1.3
C -1.3730 5.6494 -1.2195 -0.4 0.2 0.2
C -1.8981 7.0798 -1.1918 0.1 0.0 0.0
C -1.5038 7.7648 0.1132 -0.3 -0.4 -0.1
C 0.0010 7.7095 0.3750 0.6 1.3 -0.4
N 0.5228 6.3081 0.2653 -1.8 -0.5 0.7
O 0.2357 5.6528 1.3429 0.6 -0.1 -0.1
C 0.7148 8.6557 -0.6095 0.0 -0.1 -0.2
C 0.3039 8.2606 1.7638 0.0 -0.3 0.3
C 0.4555 4.0534 -0.7750 0.0 -0.2 0.5
H 1.5773 5.2038 -2.5710 -0.1 -0.1 0.0
H 0.3117 6.3434 -3.0007 0.0 0.1 0.0
H 1.6412 6.8107 -1.9444 -0.1 0.0 0.0
H -1.9145 5.0664 -0.4671 0.1 0.0 0.1
H -1.5965 5.1880 -2.1837 0.1 -0.1 0.0
H -1.5245 7.6416 -2.0523 0.0 0.0 0.0
H -2.9857 7.0696 -1.2842 0.0 0.0 0.0
H -1.8239 8.8081 0.0977 0.1 0.1 0.0
H -2.0366 7.2879 0.9420 0.1 -0.1 0.0
H 1.7983 8.5586 -0.5278 0.0 0.0 0.0
H 0.4592 9.6883 -0.3747 -0.1 0.0 0.1
H 0.4334 8.4982 -1.6488 0.0 0.0 0.0
H -0.2483 7.7400 2.5439 0.1 -0.1 -0.1
H 0.0193 9.3111 1.8064 0.0 0.0 -0.1
H 1.3686 8.1883 1.9906 0.0 0.0 0.0
H 1.5063 3.9085 -0.5155 0.0 0.0 0.0
H 0.2588 3.5343 -1.7137 0.0 0.1 -0.1
H -0.1558 3.5905 -0.0037 0.0 0.1 0.1